96
Properties=species:S:1:pos:R:3:forces:R:3 method="wB97M-V/def2-TZVPD" homo_ha=-0.367 charge=+1 de_lowest_ev=0.000 lumo_ev=-2.5 total_energy_ev=-69774.804 homo_lumo_gap_ev=7.4
I 2.43726 1.22273 -2.67103 0.1390 0.1091 -0.0153
P 1.34432 1.26799 3.17676 1.7652 1.7282 0.1219
F -1.57742 1.05011 1.99425 0.1093 0.0390 -0.0157
O -0.43759 0.79477 -5.13861 0.0996 -0.0116 0.0819
O 4.17279 -1.19769 0.53405 -0.0102 0.1621 -0.1448
O -1.48079 1.45289 -6.89671 -0.0531 0.0346 -0.0253
N -0.50456 1.00835 -6.33705 -0.0187 0.0377 0.0180
N -1.10642 1.37126 -0.21952 -0.0199 0.1296 0.2700
N 2.47688 3.93995 1.62975 -0.0523 0.1652 -0.2780
N 1.70811 1.67127 0.34200 0.2407 -0.7649 -0.3397
N 0.96648 -4.99415 2.64823 0.1502 -0.3915 0.1553
C 1.06418 -7.20607 2.37157 -0.0879 0.3304 0.1742
C 1.75067 0.68364 -9.28304 0.0368 -0.0195 0.0350
C -0.89255 0.48040 4.91333 -0.1348 0.0784 0.2217
C -0.23757 1.15290 -1.32541 0.1564 -0.0375 -0.1725
C 0.05063 1.59280 4.44020 -0.6790 -0.6932 -0.2531
C -4.41298 1.90133 -1.68729 -0.0150 0.0406 -0.0327
C 0.65122 1.64412 1.45323 -1.4304 -0.4408 0.4017
C 2.88089 0.13242 -8.69453 -0.0189 0.0093 0.0202
C -6.45747 1.81066 -3.14877 0.1654 -0.1939 -0.0635
C 0.97571 -3.57549 2.39326 -0.1007 0.0317 -0.0197
C 1.21379 -5.99401 1.74044 -0.0598 -0.1615 0.0764
C 1.79764 0.16679 -6.55013 0.1456 -0.0620 0.0628
C 0.63603 0.97725 -8.51342 -0.0096 0.0236 -0.1140
C 2.90501 -0.12393 -7.32930 -0.0189 0.0317 -0.0834
C -5.07821 -0.45791 -0.43419 0.0001 -0.1213 0.0334
C -5.58093 1.24428 -2.06520 -0.0112 -0.0622 0.0232
C -0.68887 -1.60989 2.06980 -0.2143 -0.0843 -0.2270
C 0.16724 3.12393 1.54720 -0.1042 0.1470 0.1572
C 2.39104 -0.49029 5.02968 0.3610 -0.0760 -0.1175
C -0.33338 -3.07938 1.76778 0.0860 0.1192 -0.0796
C 2.31624 -0.24816 3.50824 -0.6057 -1.0415 0.2231
C 0.68200 0.71026 -7.15828 -0.0110 -0.0232 0.0024
C 1.14403 1.78335 -1.07460 -0.4757 0.2650 -0.2062
C 0.66200 -5.56609 3.86069 -0.0452 -0.1776 -0.1154
C -3.57474 1.39729 -0.70677 0.0679 -0.1781 0.0811
C 2.88170 -0.66379 0.30256 0.1881 -0.3775 0.2187
C -2.31124 2.16176 -0.36071 -0.3546 0.1603 -0.1581
C -0.62193 0.81968 1.02695 0.3374 -0.2698 -0.8973
C 2.94179 0.83556 0.52530 0.3223 -0.0021 -0.2070
C -3.92367 0.20995 -0.06873 0.0518 0.0401 0.0532
C 1.12412 4.11369 2.20064 -0.0105 0.5259 -0.1367
C 0.71162 -6.93150 3.72402 0.0594 0.1693 -0.2022
C -0.49914 -0.70505 0.84519 -0.5543 -0.0705 0.1319
C -5.89465 0.04664 -1.43029 -0.1080 0.2480 -0.2170
H 1.12624 -3.08544 3.35685 0.0250 -0.0135 0.0276
H 0.58475 2.01252 5.28933 0.1545 0.0119 -0.0359
H -4.14414 2.83227 -2.17660 -0.0171 -0.0040 -0.0837
H 1.11154 4.08475 3.28782 0.2566 -0.3131 -0.0361
H 0.42646 -4.95691 4.71968 0.0407 0.0119 -0.0513
H 3.69580 1.24983 -0.14402 -0.1205 -0.0311 -0.1430
H 2.11754 2.61232 0.51687 0.2732 0.3513 0.5157
H 0.53071 -7.65282 4.50324 -0.0128 0.0207 0.0019
H 0.36002 -0.98251 0.24415 0.2478 0.1101 0.1320
H -1.76510 0.38445 4.27239 0.0671 -0.0484 -0.0869
H 3.35365 -0.94774 5.25872 -0.0195 -0.0258 0.0217
H 2.71571 4.73025 1.04418 0.1183 0.1365 0.1799
H -0.55653 2.39951 4.02662 0.1330 0.1034 0.0625
H -7.14690 1.05337 -3.51818 -0.0932 0.0563 0.0384
H -0.40866 -0.49038 4.98088 0.0516 -0.0098 -0.0018
H -1.35602 -0.92715 0.20321 0.1514 -0.0779 -0.1379
H -1.75697 -1.58824 2.29107 0.0378 0.1633 0.2044
H 3.32418 1.06127 1.51800 -0.2701 0.0439 0.1419
H 1.62912 -1.18875 5.36588 -0.1388 0.1725 0.0674
H 3.33613 -0.11574 3.15477 -0.0542 0.3325 -0.1328
H -0.80698 3.12903 2.03027 0.0794 0.1284 0.1262
H 3.74516 -0.10016 -9.30166 0.0084 0.0032 -0.0056
H 1.47906 -5.77505 0.71882 -0.0009 0.0804 0.0178
H 4.41751 -1.06873 1.45617 -0.0067 -0.0821 0.0546
H -2.14674 2.87229 -1.17578 0.1117 0.0639 0.0523
H -0.14667 0.11026 -1.64902 0.0207 -0.0847 0.1827
H 2.15577 -1.15313 0.94672 -0.1010 0.0717 0.1102
H 1.73397 0.88383 -10.34505 -0.0036 0.0025 -0.0110
H 1.94818 -1.16387 3.05152 -0.0312 -0.0252 -0.0992
H 1.80065 -0.03156 -5.48986 -0.1205 -0.0158 0.0284
H -2.49397 2.77394 0.52471 0.1168 -0.1242 0.1173
H 3.18448 3.84626 2.34307 0.0425 -0.0937 0.0604
H -5.34504 -1.38725 0.05021 0.0144 -0.0261 0.0575
H -0.25130 1.40358 -8.95589 -0.0380 -0.0040 0.0482
H 3.78575 -0.55414 -6.87281 0.0051 -0.0113 0.0029
H -0.02222 3.52213 0.54827 -0.0319 -0.3422 -0.1273
H 1.83849 -3.34776 1.76223 0.0301 0.0817 0.0199
H -0.19254 -1.23784 2.96260 0.1626 -0.0429 0.0073
H 2.64669 -0.92567 -0.72649 -0.1025 0.1119 -0.0351
H 1.18599 -8.17805 1.92445 0.0398 0.0249 -0.0339
H 0.78383 5.12327 1.95578 -0.1725 -0.0631 -0.0043
H -1.12601 -3.73836 2.12002 -0.0237 0.0359 0.0861
H -3.31005 -0.19710 0.72325 0.0503 0.0392 0.0161
H -0.63250 1.68500 -2.19165 -0.0166 -0.1065 -0.0629
H -5.84810 2.13349 -3.99308 -0.0313 0.0953 -0.0057
H 1.01362 2.84803 -1.24831 0.1353 0.0506 0.2161
H -6.78741 -0.48684 -1.72924 -0.0260 -0.0471 0.0321
H -7.02871 2.66606 -2.79026 -0.0452 0.0248 -0.0026
H -0.29070 -3.21139 0.68374 -0.0486 -0.1292 -0.0175
H 2.34700 0.43230 5.60566 -0.1074 0.0074 0.0529
H -1.25404 0.71798 5.91521 -0.0188 0.0200 -0.0095

98
Properties=species:S:1:pos:R:3:forces:R:3 method="wB97M-V/def2-TZVPD" s_squared=8.753 homo_ha="-0.160 / -0.160" spin_multiplicity=6 charge=-1 lumo_ev="2.0 / 2.0" total_energy_ev=-94128.029 homo_lumo_gap_ev="6.4 / 6.4"
I -0.38136 -0.11296 2.75565 0.0666 -0.2461 -0.0768
Mn -0.92565 -0.53210 -0.03505 -0.0288 1.8067 -0.3764
O -3.29012 5.14789 -2.38294 2.1811 -1.7842 1.0575
O -0.48208 5.48731 -2.73779 -0.2617 -1.3871 0.3934
O -2.48675 1.17764 -0.12515 2.1419 -1.8264 0.8728
O 0.29302 1.22778 -0.97044 -2.1820 0.2088 0.5240
N 0.47187 -2.31848 -0.22995 4.9518 -2.9056 1.5160
N 2.06945 -1.06532 -2.86251 1.5412 2.2233 -0.2496
N 2.31691 -6.23756 2.92531 -3.6355 2.2157 1.6439
N 4.91468 2.42032 0.84663 -1.0444 -0.0885 1.0831
N -1.17764 -1.10097 -2.29957 -0.4291 0.1193 -2.3068
N -2.68627 -1.85195 0.45167 -4.0668 -0.8911 2.8169
N -5.61164 3.61795 3.98481 1.9558 0.0170 -1.0376
C 5.05490 -4.42300 -0.28192 0.1009 -0.7724 0.1414
C -4.58025 3.65901 3.43851 -0.5104 0.4133 0.3270
C -0.01138 3.32320 -1.84890 -0.7186 1.9700 -1.1115
C 4.09457 2.29345 1.66002 1.3957 0.2411 -1.6550
C -1.15910 -5.02982 3.47464 0.8465 0.5261 1.1963
C -4.73680 0.03015 3.11105 -1.8249 -1.6714 -0.0970
C 1.38755 -5.64656 3.37892 3.7672 -2.5671 -2.4048
C 0.19343 -2.94686 -5.52775 0.3282 1.0523 -0.9598
C 4.05195 -3.29691 -0.50666 0.2734 0.4622 -0.1402
C -5.60550 -1.16351 2.61187 0.5329 -0.0947 -2.4448
C -0.86836 4.42442 -2.22862 -0.6962 1.6976 -0.1143
C 3.89264 0.62355 -5.46090 -0.6091 -0.0685 -0.3995
C -1.10629 -0.79118 -4.93259 0.0004 0.7135 1.4456
C -2.72567 5.13986 2.35791 -0.4208 -0.2602 -0.3055
C -2.47091 4.32111 -1.90771 -1.0832 -0.3586 0.1584
C -1.29653 5.10635 1.83685 -0.1444 -0.0381 -0.6985
C -4.76959 -2.40365 2.04912 0.0097 1.3968 0.9888
C 3.07554 2.05812 2.65615 -0.9036 0.3726 0.4108
C -3.23805 3.74190 2.72414 -0.6496 -0.4632 1.2016
C 2.77358 -3.60858 0.31608 0.0550 -0.0004 -0.1566
C -1.21325 -1.02105 -3.45952 0.2248 -0.1193 1.4798
C 0.34034 -4.86107 4.00572 -0.7870 -0.8960 -0.3011
C -0.50297 2.26613 -1.19653 0.7781 -3.1342 1.6701
C -1.00337 -2.00999 -5.81379 -0.1028 -0.9837 0.2616
C -2.86231 3.14406 -1.05474 0.2549 4.1645 -1.8094
C 3.14696 1.29731 -3.11714 2.2281 -0.4746 0.0082
C -1.35512 -4.82320 1.98876 -0.5476 0.2041 -0.1218
C 1.48416 -2.90535 0.02606 -3.3422 2.5502 -1.1765
C 2.03205 3.21538 2.76386 1.3293 0.0504 -1.9876
C 2.59536 -0.02020 -2.94238 -2.2449 -2.9873 0.1191
C 4.31852 1.23873 -4.15633 -0.2709 1.0290 -0.4418
C -3.63723 -2.06505 1.13166 2.7617 0.7339 -2.1707
C -1.97081 2.21646 -0.67381 -0.2687 -1.1705 -1.2182
C 2.70455 4.45073 3.32877 -0.6068 0.7299 0.6122
H 4.57810 -5.39563 -0.40345 -0.1046 -0.0998 -0.2368
H 1.02460 3.33331 -2.15389 0.0635 0.1160 0.0414
H 3.06938 -3.47909 1.35716 -0.4808 0.3139 0.1925
H 4.59555 0.86568 -6.25802 0.1039 -0.4406 -0.0061
H 3.69990 -0.44246 -5.34021 0.4424 -0.1666 -0.2191
H -5.51757 0.62203 3.58875 0.6548 0.7733 0.0747
H 2.08690 5.32324 3.11587 -0.3589 0.0582 0.4959
H 2.92653 1.00737 -5.78866 -0.1040 0.3323 0.0194
H 4.52396 -2.36998 -0.18094 -0.2811 0.1687 0.2680
H -2.72866 5.83227 3.19973 -0.3007 -0.2847 0.3453
H -3.29054 3.01707 1.91175 0.0270 0.3554 -0.4904
H -3.90184 3.05687 -0.77517 -0.0906 -0.1073 -0.0570
H 5.46524 -4.47465 0.72656 -0.1599 0.3768 0.2155
H 2.93805 4.40052 4.39227 -0.0441 0.0574 0.0871
H -5.44491 -3.13122 1.59889 0.3187 -0.1131 0.0061
H -1.08938 -1.65017 -6.83908 0.6105 -0.1105 -0.1566
H -3.40697 5.56809 1.62269 0.1547 0.0957 -0.2076
H -1.87493 -2.65861 -5.72559 -0.3879 0.2705 0.3362
H -1.90772 -0.10809 -5.21402 -0.3125 -0.2656 -0.0097
H -1.18899 4.57463 0.89144 -0.2984 -0.0141 -0.1307
H 3.60834 4.74092 2.79300 0.2810 -0.6514 -0.0981
H 3.64849 1.51057 -2.17317 -0.5430 0.6531 0.2704
H 0.29376 -3.24282 -4.48350 -0.4219 -0.2287 -0.1054
H 3.60796 1.98714 3.60461 -0.1537 -0.3882 0.1925
H 1.04455 2.85395 3.05082 0.3241 0.1661 0.9166
H -6.16620 -0.81054 1.74635 0.2520 0.4426 -0.4581
H 5.92718 -4.42834 -0.93554 -0.1655 0.3673 -0.2215
H -0.85578 -3.91215 1.65898 0.0100 -0.0917 -0.1725
H -1.02484 6.14376 1.64180 0.4558 -0.0761 0.1153
H -4.28050 -2.76863 2.95227 0.0920 -0.6950 -0.1578
H -0.23086 -0.14329 -4.97704 0.3952 -0.1793 -0.2935
H 4.65160 2.25880 -4.34768 -0.3827 0.3349 0.0337
H -1.65259 -4.28002 4.09300 -0.1317 0.7381 -0.5558
H 5.27176 0.80297 -3.85710 -0.4084 -0.5720 0.7790
H -1.73133 -5.87374 3.85994 0.8371 -0.8337 -0.1922
H 0.14210 -3.76794 -6.24280 -0.1000 -0.3800 0.4400
H 3.88908 -3.11177 -1.56841 -0.4300 -0.3832 -0.0108
H -0.59005 4.60119 2.49548 -0.0610 0.3087 0.4029
H -4.33235 0.47804 2.20335 0.3749 0.3330 0.4626
H 2.58836 1.11988 2.39070 -0.0677 -0.1042 0.2631
H 0.68927 -3.83200 3.91988 -0.4256 0.2340 0.0452
H 2.35944 2.00016 -3.38904 0.1895 0.0370 0.1510
H 2.60407 -4.68365 0.25614 -0.3746 -0.0368 -0.1996
H -2.48671 3.30282 3.38050 -0.1356 -0.1890 0.3573
H -3.99813 -0.30940 3.83711 0.1662 0.3150 -0.1542
H -6.49928 -1.46639 3.15733 0.7438 -0.5227 1.0741
H 1.14052 -2.46126 -5.76290 0.0748 0.2768 0.0400
H -1.11798 -5.66636 1.33996 0.7234 -0.1068 0.2964
H 1.85095 3.57177 1.74981 -0.2482 -0.5319 -0.4613
H 0.45235 -5.18364 5.04085 -0.5005 0.3713 0.3047
H -2.41694 -4.71472 1.76773 -0.1669 0.3682 0.2007